Record 1
10
Properties=species:S:1:pos:R:3:nbo_charge:R:1 method="wB97M-V/def2-TZVPD" de_lowest_kcal_mol=86.8 orbital_gap_ev=8.4
O -0.7000 1.2797 1.2692 -0.626
C -0.1872 0.3956 0.4083 0.527
C 0.6648 -0.5970 0.8711 -0.140
N 1.1280 -1.5384 0.0528 -0.122
N 0.8378 -1.5472 -1.2323 -0.321
C 0.0629 -0.5972 -1.8204 0.114
N -0.4342 0.3548 -0.9116 -0.573
H -1.2539 1.9506 0.8478 0.496
H 0.9576 -0.6552 1.9142 0.220
H -1.0773 0.9636 -1.4024 0.424

***

Record 2
43
Properties=species:S:1:pos:R:3:nbo_charge:R:1 method="wB97M-V/def2-TZVPD" de_lowest_kcal_mol=0.0 orbital_gap_ev=10.8
N 0.9100 0.3545 1.2583 -0.828
C -0.3424 0.0676 1.6802 0.917
O -0.5293 -1.2745 1.5395 -0.782
O -1.1990 0.7663 2.1973 -0.722
H 1.3242 1.2570 1.3961 0.402
H 1.5991 -0.3842 1.0942 0.438
H -1.5152 -1.3999 1.1994 0.521
H 0.6861 -2.8826 -0.5843 0.515
H 1.9756 -2.9689 0.3375 0.501
O 1.6174 -2.6143 -0.4832 -1.009
H 4.4849 1.8867 -0.8554 0.478
H 3.5585 0.7571 -1.3600 0.528
O 3.5644 1.6224 -0.8658 -1.002
H 0.0079 3.1458 -3.2246 0.465
H 0.7842 2.6611 -1.9930 0.496
O 0.3516 2.3192 -2.8486 -1.007
H 2.3063 4.1424 -1.3082 0.478
H 2.2918 2.7278 -0.7975 0.512
O 1.6938 3.5121 -0.8966 -0.981
H -1.4867 2.8389 1.7275 0.501
H -0.4109 3.7809 1.0942 0.494
O -1.2146 3.2891 0.9159 -0.969
H -3.4467 -1.3908 0.8249 0.526
H -2.4849 -0.7453 -0.1710 0.506
O -2.6821 -1.6205 0.1951 -0.990
H 2.0371 -0.3848 -2.4478 0.480
H 2.4132 -1.4335 -1.4121 0.516
O 2.7945 -0.7232 -1.9694 -0.998
H -4.4839 0.0833 2.3529 0.487
H -2.9121 -0.0106 2.4325 0.522
O -3.7423 -0.4811 2.1300 -0.986
H 1.7158 -2.9590 3.1926 0.478
H 0.8802 -2.1585 2.1354 0.500
O 1.7932 -2.3566 2.4442 -0.994
H -0.3166 -0.5209 -1.3954 0.496
H -0.2273 -0.0868 -2.8898 0.513
O -0.3332 -0.8797 -2.3061 -0.991
H -1.5915 1.8061 0.0254 0.522
H -2.5926 1.1787 -0.9978 0.482
O -1.8462 0.9677 -0.4363 -1.010
H -0.7437 -2.5051 -1.7678 0.492
H -1.7848 -2.9300 -0.7564 0.496
O -1.0217 -3.3133 -1.2524 -0.994

***

Record 3
60
Properties=species:S:1:pos:R:3:nbo_charge:R:1 method="wB97M-V/def2-TZVPD" de_lowest_kcal_mol=0.0 orbital_gap_ev=5.8
C 4.8411 -3.8614 1.7211 -0.194
C 3.6842 -3.6776 2.4925 -0.223
C 2.6404 -2.8733 2.0185 -0.214
C 2.7224 -2.2511 0.7592 -0.315
P 1.2689 -1.4696 -0.0763 1.909
C -0.0452 -2.5928 0.5220 -0.416
C -0.9148 -2.2605 1.5660 -0.209
C -1.8067 -3.2238 2.0624 -0.205
C -1.8351 -4.5104 1.5107 -0.208
C -0.9787 -4.8357 0.4490 -0.229
C -0.0923 -3.8752 -0.0461 -0.114
C 0.7751 0.1659 0.3785 -0.799
C 1.8147 1.0994 0.2969 0.269
N 2.6962 1.8911 0.2933 -0.373
O 1.4897 -1.5559 -1.5535 -1.090
C 3.9008 -2.4189 0.0115 -0.197
C 4.9467 -3.2172 0.4821 -0.219
H 5.6520 -4.5010 2.0864 0.215
H 3.5903 -4.1817 3.4582 0.215
H 1.7400 -2.7771 2.6270 0.219
H -0.8898 -1.2698 2.0201 0.206
H -2.4739 -2.9645 2.8895 0.213
H -2.5257 -5.2603 1.9027 0.216
H -0.9998 -5.8359 0.0066 0.218
H 0.5883 -4.1202 -0.8650 0.229
H 0.0819 0.2855 1.2215 0.254
H 3.9760 -1.9585 -0.9718 0.245
H 5.8445 -3.3563 -0.1263 0.217
C -0.7750 1.9390 -0.4345 0.202
C -0.8116 2.8578 0.6977 -0.163
C -1.3315 2.4344 1.9445 -0.175
C -1.4133 3.3248 3.0159 -0.203
C -1.0132 4.6568 2.8538 -0.181
C -0.5270 5.0954 1.6177 -0.227
C -0.4338 4.2104 0.5482 -0.094
C -0.0683 2.2338 -1.6799 -0.049
C -0.6759 1.4803 -2.7319 -0.020
C -0.3001 1.6541 -4.0580 -0.184
C 0.7619 2.5246 -4.3448 -0.174
C 1.4006 3.2336 -3.3137 -0.219
C 0.9971 3.0843 -1.9813 -0.169
C -1.8559 0.8239 -2.1877 -0.020
C -1.9600 1.1728 -0.7997 -0.038
C -3.1702 0.9776 -0.1362 -0.187
C -4.2347 0.3868 -0.8284 -0.220
C -4.1166 0.0363 -2.1828 -0.183
C -2.9297 0.2877 -2.8814 -0.183
H -1.6925 1.4092 2.0688 0.214
H -1.8175 2.9734 3.9708 0.220
H -1.0588 5.3472 3.6964 0.221
H -0.2349 6.1330 1.4722 0.223
H -0.1246 4.5704 -0.4286 0.220
H -0.8501 1.1125 -4.8297 0.216
H 1.0992 2.6428 -5.3780 0.219
H 2.2053 3.9346 -3.5513 0.222
H 1.5153 3.6332 -1.2023 0.239
H -3.3145 1.3417 0.8794 0.217
H -5.1854 0.2374 -0.3110 0.218
H -4.9572 -0.4315 -2.6961 0.219
H -2.8186 0.0883 -3.9454 0.218

***

Electronic energy: -355.50155; -1162.50501; -1743.22024 (hartree)